C29H28N5O2PdS2 | ωB97M-V with the def2-TZVPD basis set

Output
Charge: -1
Calculated total energy in eV: -67225.7762

CARTESIAN COORDINATES (ANGSTROEM)
Pd (0.18534, -0.01760, -0.02476)
C (5.04509, -2.73978, -0.14046)
C (3.76028, -3.04577, -0.57582)
C (2.79125, -2.06814, -0.69270)
C (3.06846, -0.72794, -0.34664)
C (4.39163, -0.42356, 0.04738)
C (5.34803, -1.41427, 0.15451)
N (2.10305, 0.23388, -0.42532)
N (2.52236, 1.53910, -0.34869)
C (1.57952, 2.41702, -0.28101)
C (1.87022, 3.82050, -0.15373)
C (0.86008, 4.71792, -0.04740)
C (-0.49112, 4.27771, -0.08426)
C (-0.72819, 2.93597, -0.21803)
N (0.23836, 2.01593, -0.31717)
H (5.79546, -3.51435, -0.03706)
H (3.51877, -4.06911, -0.84335)
H (1.81465, -2.31655, -1.08636)
H (4.61887, 0.60551, 0.28160)
H (6.34816, -1.15156, 0.48237)
H (2.91205, 4.10639, -0.11727)
H (1.07329, 5.77515, 0.06370)
H (-1.31408, 4.97456, -0.01577)
H (-1.74517, 2.56061, -0.26613)
C (-7.48300, -4.08055, 2.79385)
C (-6.57407, -2.91348, 3.08511)
C (-6.14244, -2.70783, 4.38906)
C (-5.25468, -1.68419, 4.68181)
C (-4.78674, -0.87702, 3.66638)
C (-5.18602, -1.07452, 2.33716)
N (-4.51451, -0.29990, 1.38993)
C (-4.94157, 0.20173, 0.17288)
C (-6.27255, 0.60066, -0.00366)
C (-6.69118, 1.15849, -1.19539)
C (-5.79798, 1.33918, -2.24155)
C (-4.47672, 0.96071, -2.07629)
C (-4.02299, 0.40012, -0.88738)
C (-2.54869, 0.05909, -0.81491)
O (-1.93554, -0.08353, -1.87328)
O (-2.01299, -0.01726, 0.36240)
C (-6.11297, -2.09724, 2.04387)
C (-6.56931, -2.39143, 0.63643)
H (-7.86785, -4.50268, 3.72094)
H (-6.93252, -4.86932, 2.27282)
H (-8.32563, -3.79396, 2.16375)
H (-6.49734, -3.36239, 5.17656)
H (-4.91898, -1.52565, 5.69886)
H (-4.09165, -0.07330, 3.87380)
H (-3.49423, -0.25476, 1.47129)
H (-6.96427, 0.47301, 0.82101)
H (-7.72319, 1.47052, -1.30449)
H (-6.12834, 1.78273, -3.17195)
H (-3.75297, 1.09166, -2.86973)
H (-5.91224, -1.94598, -0.10330)
H (-7.57304, -1.99468, 0.46145)
H (-6.60207, -3.46730, 0.45450)
S (0.30278, -1.92212, 1.38736)
C (-0.80627, -2.96172, 0.73901)
N (-1.57754, -3.80335, 1.48480)
C (-2.79123, -4.23068, 0.80600)
C (-2.40868, -4.43268, -0.65287)
S (-1.06992, -3.22308, -0.96042)
H (-1.67999, -3.51970, 2.44948)
H (-3.56735, -3.47139, 0.89858)
H (-3.15501, -5.16041, 1.24732)
H (-3.23389, -4.22125, -1.32858)
H (-2.02337, -5.43416, -0.84153)

Results of the Mulliken charge analysis, in e, for atoms 1 through 4:
1. Pd 0.41
2. C -0.50
3. C -0.49
4. C -0.12


C18H18ClN3OS | ωB97M-V with the def2-TZVPD basis set

Output
Relative energy (zero: lowest compared OMol25 entry of this formula, charge and spin) in kcal per mole: 11.2
SMILES: O=C(c1ccccc1)c1cc(Cl)ccc1NCCSC1=NCCN1
Calculated total energy in eV: -48833.0274

CARTESIAN COORDINATES (ANGSTROEM)
O (1.08418, 1.00191, -1.50654)
Cl (3.14899, -2.34909, 3.34115)
N (-4.15511, -2.11165, 0.07080)
S (-4.20234, 0.54128, 0.69084)
C (1.99657, 0.75129, -0.74998)
C (-4.69487, -0.94936, -0.08845)
C (5.97285, 1.59339, -2.15530)
C (5.71307, 1.60202, -0.75928)
C (4.96593, 1.17667, -3.04982)
C (1.13213, -0.54941, 3.24955)
C (4.43536, 1.23242, -0.28470)
C (3.71878, 0.88615, -2.58029)
C (2.37870, -0.73377, 1.21605)
C (0.33367, 0.46345, 2.65908)
C (2.15584, -1.13921, 2.52591)
C (3.38151, 0.94021, -1.19669)
C (1.65071, 0.32449, 0.63087)
C (0.58227, 0.87940, 1.33113)
N (-5.80890, -1.02218, -0.87425)
N (-0.32633, 1.74298, 0.71820)
C (-4.87680, -3.09738, -0.69777)
C (-2.40428, 0.45472, 0.50866)
C (-6.21198, -2.42489, -1.01041)
C (-1.75294, 1.76203, 1.04449)
H (6.94294, 1.91097, -2.56090)
H (6.49188, 1.86842, -0.07652)
H (5.11600, 1.19130, -4.12108)
H (0.93590, -0.89883, 4.26144)
H (4.24309, 1.28987, 0.78092)
H (2.95057, 0.63530, -3.34032)
H (3.25021, -1.19282, 0.67098)
H (-0.50933, 0.84703, 3.21311)
H (-6.49806, -0.31792, -0.69092)
H (-0.04459, 1.88659, -0.28209)
H (-4.29084, -3.34891, -1.57611)
H (-4.98847, -4.04209, -0.16914)
H (-1.93374, -0.39042, 1.05599)
H (-2.17892, 0.37283, -0.54908)
H (-6.99686, -2.65665, -0.30272)
H (-6.55793, -2.67718, -2.05391)
H (-1.90340, 1.91007, 2.11442)
H (-2.24545, 2.63696, 0.59272)

Results of the Mulliken charge analysis, in e, for atoms 1 through 4:
1. O -0.66
2. Cl -0.24
3. N -0.51
4. S -0.27


CH3NOS | ωB97M-V with the def2-TZVPD basis set

Output
Relative energy (zero: lowest compared OMol25 entry of this formula, charge and spin) in kcal per mole: 99.1
Calculated total energy in eV: -15454.5118

CARTESIAN COORDINATES (ANGSTROEM)
C (-0.44836, -0.29809, -0.17345)
N (-0.11558, 0.88657, 0.44836)
O (2.10736, -0.61664, 0.41584)
S (1.26400, 0.19640, -0.43809)
H (-0.97699, -1.37264, 0.72635)
H (-1.10310, -0.48848, -1.13715)
H (-0.72733, 1.69287, 0.15815)

Results of the Mulliken charge analysis, in e, for atoms 1 through 4:
1. C -0.26
2. N -0.41
3. O -0.49
4. S 0.44


C9H14 | ωB97M-V with the def2-TZVPD basis set

Output
Relative energy (zero: lowest compared OMol25 entry of this formula, charge and spin) in kcal per mole: 44.0
SMILES: Cc1ccccc1.CC
Calculated total energy in eV: -9558.2721

CARTESIAN COORDINATES (ANGSTROEM)
C (-3.28709, -0.26863, 1.14992)
C (-2.18439, -0.74897, 2.15617)
H (-3.04430, -0.23929, 0.07694)
H (-4.07622, -1.00409, 1.33162)
H (-3.59594, 0.76418, 1.34298)
H (-1.66549, 0.26565, 2.27767)
H (-2.61500, -1.23451, 3.08126)
H (-1.35691, -1.48071, 1.89742)
C (0.93447, -1.53550, -2.10961)
C (2.92730, 1.34920, -0.70507)
C (1.91533, 1.99216, 0.25151)
C (2.65067, 0.23407, -1.44653)
C (1.30320, -0.33751, -1.20898)
C (0.70255, 1.33901, 0.41985)
C (0.35773, 0.18915, -0.37553)
H (3.82742, 1.97042, -0.78255)
H (2.30619, 2.87264, 0.76025)
H (3.28909, -0.17139, -2.19457)
H (0.03375, 1.75861, 1.08139)
H (-0.14385, -1.40065, -2.50302)
H (0.78083, -2.46883, -1.43387)
H (-0.71950, -0.05657, -0.15998)
H (1.66015, -1.78846, -2.90729)

Results of the Mulliken charge analysis, in e, for atoms 1 through 4:
1. C -0.81
2. C -0.67
3. H 0.29
4. H 0.29


C37H43N11O2P2STi | ωB97M-V with the def2-TZVPD basis set

Output
Relative energy (zero: lowest compared OMol25 entry of this formula, charge and spin) in kcal per mole: 16.7
Charge: +1
Multiplicity: 2
Calculated total energy in eV: -112078.6946

CARTESIAN COORDINATES (ANGSTROEM)
Ti (-1.39675, 1.03890, -0.28676)
C (-0.50188, 0.39558, -4.57228)
C (-0.76303, 0.89948, -3.19207)
N (-1.18097, 0.12600, -2.23579)
N (-1.26247, -1.18930, -2.59880)
C (-2.11126, -1.89672, -1.87027)
N (-2.13353, -3.21462, -2.18320)
S (-3.14305, -1.31311, -0.64798)
C (-0.76614, 2.35233, -2.90145)
C (-0.28148, 3.31106, -3.78151)
C (-0.45620, 4.64898, -3.46757)
C (-1.10788, 4.99221, -2.29251)
C (-1.51656, 3.97549, -1.44524)
N (-1.34510, 2.68823, -1.73808)
H (-1.45270, 0.11758, -5.03376)
H (0.09564, -0.51318, -4.53756)
H (-0.01208, 1.13323, -5.19861)
H (-1.62795, -3.51832, -2.99824)
H (-2.88172, -3.78275, -1.82672)
H (0.22715, 3.02162, -4.68557)
H (-0.08778, 5.41363, -4.13609)
H (-1.28189, 6.02096, -2.01776)
H (-1.97943, 4.18835, -0.48985)
C (2.00370, -1.08235, -2.16919)
N (1.87023, -1.03879, -0.69001)
P (1.34743, 0.49363, -0.09263)
C (2.10264, 0.50125, 1.58302)
C (1.43639, 0.97627, 2.70662)
C (2.06854, 1.01397, 3.94347)
C (3.38288, 0.59693, 4.06775)
C (4.06557, 0.14010, 2.94733)
C (3.42991, 0.09045, 1.72032)
C (2.44594, 1.67951, -0.94061)
C (3.71296, 1.31759, -1.40295)
C (4.53671, 2.25311, -2.00335)
C (4.10984, 3.56827, -2.14323)
C (2.85819, 3.93590, -1.67862)
C (2.02685, 2.99676, -1.08410)
P (0.72335, -2.30408, -0.22271)
C (1.66420, -3.77525, -0.75702)
C (3.04796, -3.81246, -0.90146)
C (3.68363, -4.99312, -1.25182)
C (2.94291, -6.15023, -1.44922)
C (1.56496, -6.12255, -1.29586)
C (0.92784, -4.93823, -0.95839)
C (0.91318, -2.51347, 1.58503)
C (-0.28021, -2.75437, 2.26070)
C (-0.27379, -3.05024, 3.62085)
C (0.92657, -3.09447, 4.31064)
C (2.12436, -2.87354, 3.63788)
C (2.11717, -2.60256, 2.28284)
H (3.03934, -1.25797, -2.45843)
H (1.68070, -0.14634, -2.62967)
H (1.38867, -1.87616, -2.59494)
H (0.42422, 1.34685, 2.62774)
H (1.53313, 1.39330, 4.80386)
H (3.87840, 0.63615, 5.02758)
H (5.09447, -0.18315, 3.03226)
H (3.96660, -0.28747, 0.86091)
H (4.05835, 0.29893, -1.30148)
H (5.51444, 1.95793, -2.35863)
H (4.75618, 4.30108, -2.60668)
H (2.52377, 4.96037, -1.77030)
H (1.06160, 3.29984, -0.69389)
H (3.63256, -2.91782, -0.72780)
H (4.75895, -5.01190, -1.36402)
H (3.43859, -7.07117, -1.72352)
H (0.98444, -7.02235, -1.44447)
H (-0.15082, -4.91361, -0.85181)
H (-1.21523, -2.73219, 1.70987)
H (-1.20417, -3.26253, 4.13116)
H (0.93818, -3.32345, 5.36747)
H (3.06189, -2.93064, 4.17250)
H (3.05167, -2.46439, 1.75650)
C (-6.34140, 1.42409, 2.18457)
N (-5.47153, 1.64469, 1.04121)
C (-6.07896, 2.10733, -0.19842)
C (-4.15075, 1.35746, 1.05724)
N (-3.33121, 1.71176, 0.11443)
N (-3.72694, 0.62248, 2.14597)
C (-2.46740, 0.12999, 2.44275)
N (-2.37732, -0.38331, 3.69398)
N (-1.51357, 0.08780, 1.58695)
H (-7.25000, 2.00361, 2.04169)
H (-5.88154, 1.79185, 3.10297)
H (-6.62197, 0.37228, 2.29464)
H (-7.13888, 1.86825, -0.17168)
H (-5.64428, 1.57963, -1.04725)
H (-5.96883, 3.18652, -0.33123)
H (-3.78061, 2.29971, -0.57777)
H (-4.44041, 0.37560, 2.81011)
H (-1.49363, -0.76425, 3.99272)
H (-3.03708, -0.13647, 4.40921)
H (-0.67450, -0.30879, 2.00232)
O (-1.89398, 2.98206, 2.37921)
N (-0.89063, 3.33251, 1.79888)
O (-0.55339, 2.56823, 0.77573)

Results of the Mulliken charge analysis, in e, for atoms 1 through 4:
1. Ti -0.54
2. C -1.59
3. C 0.47
4. N 2.06


C6H14N2Si2 | ωB97M-V with the def2-TZVPD basis set

Output
Relative energy (zero: lowest compared OMol25 entry of this formula, charge and spin) in kcal per mole: 7.2
Calculated total energy in eV: -25183.4914

CARTESIAN COORDINATES (ANGSTROEM)
C (0.73684, 1.53760, -2.92134)
C (-0.31484, 1.13099, -2.50214)
C (2.93886, -0.42458, 0.62682)
C (1.45758, -0.36861, 0.97055)
C (0.62339, -1.55187, 0.48952)
C (-0.79092, -1.21086, 0.79067)
N (-2.65005, 1.62639, -0.71581)
N (-1.31100, 0.00746, 0.20369)
Si (-2.25266, 1.19492, 0.96905)
Si (-1.71077, 0.39341, -1.52731)
H (1.71258, 1.68041, -3.41070)
H (3.02489, -0.71469, -0.38409)
H (3.43835, 0.52543, 0.73726)
H (3.61982, -1.07021, 1.28479)
H (1.24208, -0.37581, 2.07719)
H (0.99827, 0.45499, 0.63099)
H (0.89053, -1.42836, -0.64500)
H (1.03959, -2.50348, 0.90330)
H (-0.71858, -1.33645, 1.79234)
H (-1.43694, -1.99322, 0.33292)
H (-3.45712, 2.11579, -1.08530)
H (-1.42941, 2.16726, 1.64099)
H (-3.25784, 0.76920, 1.92047)
H (-2.39266, -0.62570, -2.17886)

Results of the Mulliken charge analysis, in e, for atoms 1 through 4:
1. C 0.48
2. C -0.83
3. C -1.29
4. C -0.29


C4H4N2O3 | ωB97M-V with the def2-TZVPD basis set

Output
Relative energy (zero: lowest compared OMol25 entry of this formula, charge and spin) in kcal per mole: 112.5
SMILES: [H]/N=C/NC1=CO1.O=C=O
Calculated total energy in eV: -13330.9826

CARTESIAN COORDINATES (ANGSTROEM)
C (-0.60799, -1.48991, -0.26550)
C (-1.04564, 0.96518, -0.04476)
C (2.76866, 0.40785, -0.26130)
C (-0.94530, 1.73802, 0.96066)
N (-1.24855, -0.22222, -0.60744)
N (0.28435, -1.58081, 0.61458)
O (2.90214, 0.82400, 0.78650)
O (-1.87715, 2.03059, -0.04412)
O (2.50315, -0.11438, -1.24094)
H (-1.04728, -2.24056, -0.80555)
H (-0.33597, 2.40797, 1.52809)
H (-1.96440, -0.11497, -1.32413)
H (0.61396, -2.61076, 0.70391)

Results of the Mulliken charge analysis, in e, for atoms 1 through 4:
1. C -0.10
2. C 0.39
3. C 0.67
4. C -0.23


C3H12NO3 | ωB97M-V with the def2-TZVPD basis set

Output
Relative energy (zero: lowest compared OMol25 entry of this formula, charge and spin) in kcal per mole: 37.3
Charge: -1
Calculated total energy in eV: -10937.7865

CARTESIAN COORDINATES (ANGSTROEM)
C (1.48358, 0.86490, 0.56566)
N (1.55330, -0.53519, -0.03267)
C (0.37657, -1.44528, 0.22405)
O (-0.82425, -0.89961, 0.21772)
C (2.23973, 1.84605, -0.30890)
H (1.94020, 0.64016, 1.55230)
H (0.35545, 1.20431, 0.66070)
H (1.37610, -0.28792, -1.05546)
H (0.44036, -2.15893, -0.63720)
H (0.43838, -1.78504, 1.29768)
H (1.79662, 1.73955, -1.30796)
H (2.39737, 2.82505, 0.06502)
H (3.20421, 1.46545, -0.58979)
H (-2.48111, -1.30373, 0.04996)
H (-3.47656, -2.18789, 0.71240)
O (-3.35969, -1.56748, 0.00481)
H (-1.82214, 0.35735, -0.14174)
H (-3.11517, 0.23894, -0.81875)
O (-2.52294, 0.98931, -0.45781)

Results of the Mulliken charge analysis, in e, for atoms 1 through 4:
1. C -0.05
2. N -0.55
3. C -0.75
4. O -0.88